Record 1
Computed, not measured: 3 unconnected molecules or ions with the total composition C31H45Br2FN2O6 in a non-equilibrium geometry, with the ωB97M-V functional and the def2-TZVPD basis.

Last column: Mulliken spin population.
Atoms and positions in Å:
C  3.5022  -8.1033  1.5863  0.000
C  2.9153  -7.0282  0.8521  0.000
C  2.0380  -5.6433  0.5198  0.000
C  2.6436  -4.3180  0.2162  0.000
C  4.2707  -4.1414  0.1395  0.000
C  4.9631  -3.4730  1.4675  0.000
O  6.2361  -3.7958  1.8128  0.000
O  4.1745  -2.4755  2.2426  0.000
C  1.5595  -3.0685  -0.0304  0.000
O  1.8506  -2.0843  -0.8866  0.000
C  0.1561  -3.1299  0.8774  0.001
F  -0.4724  -1.9060  1.4263  0.000
C  -0.4296  -4.4691  1.1561  0.000
C  -1.7665  -4.7886  2.0511  0.000
Br  -1.3138  -4.7553  4.0072  0.000
C  -3.0612  -3.8349  1.7279  0.012
C  -3.7669  -4.1473  0.2532  0.001
Br  -4.4866  -4.3349  3.0993  0.000
C  0.3761  -5.7749  0.5349  0.000
O  -0.2783  -6.8606  0.1107  0.000
H  3.8129  -9.0046  2.3052  0.000
H  4.7989  -5.1759  -0.1359  0.000
H  4.4981  -3.4345  -0.7938  0.000
H  4.3926  -2.6887  3.2021  0.000
H  -2.0850  -5.9113  1.8009  0.000
H  -2.8602  -2.6927  1.9081  -0.009
H  -3.6172  -5.2751  -0.0724  0.000
H  -3.4735  -3.3688  -0.5703  0.000
H  -4.9386  -4.0273  0.4309  0.000
C  4.4235  3.3833  -2.0233  0.008
C  3.9024  3.2065  -3.4760  0.030
C  2.5923  4.0136  -3.6822  0.018
C  1.3792  3.3697  -3.0284  -0.020
C  1.2137  1.9303  -3.5093  0.018
C  2.4892  1.0721  -3.2968  0.008
N  3.7410  1.7460  -3.7942  0.268
O  3.7438  1.6294  -5.1997  0.653
C  2.6165  0.7332  -1.7852  0.038
C  2.2613  -0.3299  -3.9525  -0.007
C  5.0213  3.9072  -4.3199  -0.005
H  4.3170  4.4288  -1.6955  -0.001
H  3.9185  2.7882  -1.2735  0.001
H  5.4904  3.1295  -1.9510  -0.001
H  2.3847  4.1258  -4.7575  0.003
H  2.7060  5.0339  -3.2954  0.000
H  1.4719  3.4084  -1.9386  0.001
H  0.4788  3.9424  -3.2812  0.002
H  0.3612  1.4766  -2.9876  0.001
H  0.9429  1.9458  -4.5738  0.002
H  3.6118  0.3366  -1.5498  -0.018
H  1.8904  -0.0320  -1.4853  0.002
H  2.4079  1.5791  -1.1309  0.001
H  2.0166  -0.2637  -5.0235  0.000
H  1.4170  -0.8541  -3.4853  0.000
H  3.1459  -0.9667  -3.8378  -0.003
H  5.9713  3.3609  -4.2548  -0.001
H  5.2048  4.9254  -3.9504  0.000
H  4.7597  4.0043  -5.3798  0.000
C  -3.5777  3.1689  0.2262  0.011
C  -4.3449  2.0968  1.0479  0.027
C  -5.3232  2.7767  2.0433  0.014
C  -4.6263  3.3911  3.2477  -0.016
C  -3.7652  2.3485  3.9564  0.015
C  -2.7477  1.6600  3.0082  0.019
N  -3.3737  1.1725  1.7280  0.272
O  -4.0786  -0.0097  2.0355  0.652
C  -1.5940  2.6568  2.7057  0.023
C  -2.0262  0.5174  3.7967  -0.019
C  -5.2109  1.3907  -0.0505  -0.005
H  -4.2517  3.9858  -0.0742  -0.001
H  -2.7520  3.6440  0.7399  -0.001
H  -3.1608  2.7389  -0.6954  -0.004
H  -6.0587  2.0434  2.4084  0.003
H  -5.9080  3.5537  1.5354  0.002
H  -4.0227  4.2499  2.9379  0.000
H  -5.3763  3.7785  3.9476  0.002
H  -3.2390  2.8294  4.7911  0.001
H  -4.4267  1.5973  4.4090  0.004
H  -0.9806  2.3106  1.8647  -0.011
H  -0.9224  2.7629  3.5662  0.000
H  -1.9375  3.6702  2.5007  0.002
H  -2.7281  -0.2227  4.2100  0.000
H  -1.4728  0.9170  4.6569  -0.001
H  -1.3056  -0.0068  3.1587  0.007
H  -4.5810  0.8495  -0.7685  0.000
H  -5.7927  2.1291  -0.6191  0.000
H  -5.9342  0.6805  0.3664  -0.001

Forces on atoms 1 to 2 (eV/Å):
-4.77 7.60 -4.43
2.60 -5.63 5.71

Computed properties:
Spin multiplicity = 3
Molecular weight = 720.52 u
Total charge = 0
HOMO energy (spin up / spin down) = -9.0 / -9.5 eV
Expectation value of S² = 2.01

Record 2
Computed, not measured: a molecular structure, C31H45Cl6PZr in a non-equilibrium geometry, with the ωB97M-V functional and the def2-TZVPD basis.

Last column: Mulliken charge in e.
Atoms and positions in Å:
Zr  2.1226  -0.2268  3.4079  0.800
P  -0.3843  -0.1393  -1.0041  -0.650
Cl  3.1954  1.1878  1.8878  -0.495
C  -1.5828  -1.2650  0.2074  0.887
H  -2.6200  -1.1562  -0.2671  0.725
H  -1.4582  -0.6480  1.0922  -1.330
C  1.4864  -0.1284  -1.0075  2.031
C  -0.9816  1.5056  -0.3471  1.951
C  2.1030  0.6603  -2.2127  -0.686
H  1.7406  0.3989  -0.0739  -0.642
C  3.5918  0.8373  -2.0219  -0.830
H  1.8903  0.0641  -3.1184  0.232
H  1.6121  1.6376  -2.3454  0.301
C  4.3179  -0.4918  -1.9006  -0.976
H  4.0014  1.3715  -2.8680  0.410
H  3.7606  1.4175  -1.1129  0.310
C  3.6899  -1.3488  -0.8083  -0.577
H  4.2545  -1.0807  -2.8265  0.347
H  5.3774  -0.3776  -1.6591  0.492
C  2.1712  -1.4484  -0.9758  -0.071
H  4.0927  -2.3808  -0.7604  0.455
H  3.8558  -0.8981  0.1940  0.125
H  1.8487  -2.1110  -1.7916  0.320
H  1.9638  -2.1979  0.1961  -0.045
C  -1.0599  -0.5408  -2.6681  0.063
C  -2.4448  1.7119  -0.7177  -0.601
H  -0.9598  1.3515  0.7454  -1.224
C  -3.0033  2.9325  0.0230  -0.741
H  -2.5547  1.8716  -1.7953  0.176
H  -3.0747  0.8463  -0.4724  0.243
C  -2.1637  4.1934  -0.2005  -0.823
H  -4.0433  3.1154  -0.2810  0.441
H  -3.0248  2.7043  1.0999  0.217
C  -0.6846  3.9501  0.0855  -0.824
H  -2.2805  4.5241  -1.2410  0.303
H  -2.5243  5.0080  0.4377  0.433
C  -0.1183  2.7274  -0.6474  -0.758
H  -0.0906  4.8259  -0.1878  0.448
H  -0.5370  3.7901  1.1620  0.301
H  -0.1030  2.9076  -1.7356  0.387
H  0.9245  2.5559  -0.3305  0.148
C  -0.4860  -1.8502  -3.2095  -0.693
H  -2.1267  -0.7052  -2.4340  1.113
C  -1.2631  -2.2887  -4.4556  -0.893
H  0.5675  -1.6987  -3.4789  0.348
H  -0.4946  -2.6508  -2.4572  0.005
C  -1.3371  -1.1858  -5.5138  -0.687
H  -0.7863  -3.1794  -4.8806  0.410
H  -2.2827  -2.5779  -4.1536  0.361
C  -1.7525  0.1775  -4.9627  -1.010
H  -0.3515  -1.0879  -5.9925  0.341
H  -2.0288  -1.4833  -6.3097  0.393
C  -0.9481  0.5614  -3.7186  -0.531
H  -1.6083  0.9535  -5.7242  0.386
H  -2.8177  0.1658  -4.6998  0.383
H  0.1061  0.6967  -3.9887  0.166
H  -1.2870  1.5313  -3.3291  0.232
C  1.5726  -2.8158  1.1658  -1.644
C  -1.1653  -2.4317  0.3417  -0.207
H  1.4108  -3.9018  1.3981  0.361
C  -1.6151  -3.1955  1.6434  -1.152
H  -0.6100  -3.1246  -0.3154  0.354
C  -1.2667  -2.5385  3.0145  -0.215
H  -2.7964  -3.3325  1.6290  0.292
H  -1.1691  -4.2315  1.6357  0.289
C  0.2151  -2.5461  3.4669  -0.762
H  -1.6979  -1.5233  3.0049  -0.100
H  -1.8652  -3.0801  3.7648  0.460
C  1.2658  -2.0031  2.4441  1.526
H  0.1851  -1.9614  4.4380  0.131
H  0.5098  -3.5914  3.6933  0.514
H  0.8608  -0.9366  2.1034  -0.532
H  2.3513  -2.0598  3.1463  0.063
Cl  3.8003  -1.1988  4.7177  -0.482
C  1.2984  0.9361  5.0828  -1.075
C  0.3213  0.7447  4.0965  0.666
C  -0.9504  1.2425  4.1881  0.387
Cl  -2.0773  0.9243  2.9118  -0.324
C  -1.2777  1.9814  5.3426  0.049
Cl  -2.8430  2.6454  5.4558  -0.202
C  -0.3100  2.1931  6.3608  0.349
Cl  -0.7553  3.1237  7.7254  -0.191
C  1.0242  1.6727  6.2324  0.047
Cl  2.1740  1.9734  7.4597  -0.198

Forces on atoms 1 to 2 (eV/Å):
1.20 4.39 2.27
-0.97 0.17 0.42

Computed properties:
Molecular weight = 752.62 u
Total charge = 0
HOMO energy (spin up / spin down) = -5.7 / -5.7 eV